# 1
Molecular formula: C3H11ClSi2
Method: DFT, ωB97M-V/def2-TZVPD

Output
Energy relative to the best compared isomer or geometry (same formula, charge and spin), kcal/mol: 26.8
Energy, eV: -31566.932
HOMO energy, eV: -9.5665

Structure (XYZ):
```
17
Properties=species:S:1:pos:R:3:forces:R:3:nbo_charge:R:1
C -1.4610 -2.2686 0.2139 -0.9 1.9 -2.3 -0.619
C 0.1990 2.1850 -1.0104 2.3 0.0 1.6 -1.033
C -0.8837 -0.8022 0.0558 -0.5 -0.1 -1.9 -0.849
Si 0.8912 -0.7185 0.7775 -0.7 1.0 1.0 0.636
Si 1.7402 1.4881 0.0113 -2.4 -0.5 -1.0 0.892
Cl 2.4339 2.9487 1.2223 0.0 0.6 1.1 -0.371
H -0.9632 -3.1805 -0.0237 1.2 -0.2 -0.6 0.213
H -1.7774 -2.3767 1.1812 -0.6 -0.2 2.7 0.205
H -2.3953 -2.2645 -0.3563 0.0 -0.3 -0.1 0.210
H -0.1149 1.4412 -1.6544 -0.8 -1.9 -1.2 0.220
H -0.4909 2.2604 -0.1990 -1.0 0.7 0.2 0.224
H 0.3139 3.0321 -1.6680 0.2 0.7 0.5 0.244
H -1.6451 -0.1733 0.5828 1.1 -0.3 0.2 0.244
H -1.0156 -0.3197 -1.0135 0.6 -1.6 1.7 0.230
H 0.4663 -0.7863 2.2767 0.9 0.0 -0.9 -0.134
H 1.8593 -1.8655 0.4547 -0.7 0.7 0.0 -0.120
H 2.8430 1.4002 -0.8510 1.3 -0.6 -1.1 -0.193
```
Forces are in eV/Å.

---

# 2
Molecular formula: C36H108O18S18
Method: DFT, ωB97M-V/def2-TZVPD

Output
Energy relative to the best compared isomer or geometry (same formula, charge and spin), kcal/mol: 5.6
Energy, eV: -270957.134
HOMO energy, eV: -8.3667

Structure (XYZ):
```
180
Properties=species:S:1:pos:R:3:forces:R:3:lowdin_charge:R:1
C 14.5993 15.6126 14.6692 -1.9 0.5 2.2 -0.284
S 13.4062 15.3530 13.4048 0.5 -1.0 -0.7 0.786
O 12.9148 16.6597 12.9472 -0.6 1.2 -0.4 -0.562
C 14.6347 14.8455 12.1680 0.3 0.0 -0.6 -0.243
H 13.9873 16.1541 15.4895 1.2 -0.6 -1.2 0.086
H 15.4627 16.1704 14.3687 0.5 0.3 -0.2 0.033
H 14.7573 14.6070 15.0442 0.6 -0.2 0.1 0.000
H 15.3497 14.1127 12.5954 -0.6 0.3 -0.3 0.067
H 15.1912 15.7595 11.8738 -0.3 -0.4 0.3 0.043
H 14.1263 14.4726 11.2534 0.3 0.0 0.7 0.056
C 15.9715 20.3507 26.8415 -0.2 -0.1 0.7 -0.274
S 17.5047 20.3664 25.9605 0.7 0.7 -0.9 0.816
O 17.2743 19.5982 24.6923 0.1 -0.2 0.0 -0.577
C 17.3813 22.0876 25.4276 1.6 0.0 0.6 -0.260
H 15.6033 19.3683 26.5265 -0.5 0.4 0.2 0.019
H 15.3239 21.2272 26.5764 0.4 -1.0 0.4 0.068
H 16.2846 20.2483 27.9049 -0.7 0.4 -0.6 0.061
H 17.3447 22.7550 26.2836 -0.1 0.0 0.2 0.060
H 16.5017 22.1802 24.8549 -1.0 0.2 -0.8 0.007
H 18.2783 22.3507 24.8455 -0.4 -0.2 0.1 0.058
C 13.6890 10.3893 16.9930 -0.4 -1.5 0.1 -0.263
S 13.2104 12.0461 16.5718 1.2 0.3 -0.1 0.779
O 14.1222 12.5007 15.4689 0.0 -0.1 0.3 -0.557
C 11.6653 11.6470 15.8004 0.1 1.9 1.4 -0.245
H 14.7667 10.2437 17.2073 -0.7 0.5 -0.2 0.071
H 13.3631 9.7699 16.1359 0.6 0.1 0.3 0.058
H 13.0918 10.0424 17.8622 0.3 0.4 -0.3 0.048
H 11.7298 10.9363 15.0198 0.2 -0.6 -0.9 0.049
H 11.4354 12.6931 15.4775 -0.7 -1.1 -0.1 0.059
H 11.0854 11.2930 16.6574 -0.6 0.2 -0.4 0.053
C 17.0950 18.5230 11.8200 0.1 0.1 -0.1 -0.238
S 17.7931 17.9995 13.4343 0.0 0.2 -1.0 0.774
O 18.5303 16.7318 13.0994 -0.3 0.2 0.3 -0.581
C 19.0633 19.2257 13.7563 1.4 -0.4 0.5 -0.263
H 16.6259 19.5211 11.7940 0.4 -0.3 0.4 0.048
H 16.3137 17.7837 11.6251 0.1 0.0 0.0 0.019
H 17.8712 18.4255 11.0413 -0.2 0.0 0.4 0.060
H 19.9558 19.2143 13.0609 -1.0 -0.7 0.8 0.085
H 19.3201 18.9874 14.8249 0.3 0.2 -1.1 0.036
H 18.7494 20.2432 13.7632 -1.0 0.7 0.0 0.025
C 15.5027 15.8859 27.0849 -0.5 1.7 0.8 -0.251
S 16.9115 16.8904 26.6168 1.8 0.1 0.6 0.838
O 17.3304 17.8498 27.7248 -0.9 -1.2 -0.8 -0.562
C 18.0899 15.4621 26.6499 -0.8 1.3 -2.0 -0.212
H 15.3259 15.1401 26.3529 0.0 -0.7 -0.8 0.022
H 14.6477 16.5810 27.1483 0.2 -0.3 -0.1 0.049
H 15.6555 15.4902 28.0627 0.2 -0.5 0.7 0.050
H 17.6410 14.7776 25.9506 -0.1 -0.4 -0.4 0.017
H 18.1433 15.0170 27.5734 -0.1 -0.8 2.5 0.024
H 19.0877 15.7139 26.3219 0.1 0.5 -0.1 0.056
C 11.1791 19.4966 13.6545 0.9 1.3 -2.4 -0.309
S 11.3238 18.9302 15.2665 0.0 -1.4 1.1 0.802
O 11.4843 20.1231 16.1464 0.0 0.3 0.1 -0.559
C 9.6259 18.3683 15.4143 0.2 -0.3 -1.0 -0.231
H 12.2108 19.7945 13.3195 -1.0 -0.1 0.3 0.075
H 10.4979 20.3600 13.5691 0.2 -0.3 0.2 0.074
H 10.8544 18.7164 12.9629 0.1 -0.1 0.3 0.057
H 9.3366 17.7795 14.5403 0.4 -0.2 0.0 0.062
H 8.9981 19.2302 15.3668 -0.5 0.7 0.5 0.052
H 9.5303 17.7589 16.2819 -0.1 -0.1 0.9 0.003
C 18.0851 14.2932 22.1851 -0.7 -1.5 -0.4 -0.257
S 16.6348 15.1216 22.8449 0.1 -0.9 0.4 0.796
O 16.2566 14.3800 24.1016 -0.1 0.3 -0.1 -0.585
C 17.5289 16.6012 23.3031 -0.1 -0.5 0.5 -0.274
H 18.8915 14.4303 22.8866 0.3 -0.2 0.3 0.043
H 18.2891 14.8276 21.2728 0.3 0.0 -0.6 0.016
H 17.8896 13.1785 21.9811 0.2 1.8 0.3 0.091
H 16.7786 17.1830 23.8606 0.7 0.3 -0.4 0.015
H 17.8148 17.0155 22.3314 0.1 0.4 0.4 0.056
H 18.4056 16.3302 23.9584 -0.9 0.4 -0.8 0.071
C 13.4682 11.1941 21.8345 0.2 0.3 -2.1 -0.223
S 12.7115 12.1947 20.5134 -1.3 -1.0 -0.3 0.820
O 11.6809 11.2066 19.9540 0.5 0.9 0.0 -0.612
C 11.7820 13.3635 21.5892 2.6 -0.8 0.3 -0.229
H 13.8571 10.2637 21.3320 -0.4 1.1 0.7 0.082
H 12.6555 11.0485 22.4955 -0.5 -0.6 1.0 0.028
H 14.2168 11.8582 22.2084 0.8 -0.1 0.8 0.034
H 11.2773 12.7120 22.2963 -0.4 0.4 0.1 0.040
H 11.2096 14.0248 20.9874 -0.8 0.3 -0.4 -0.006
H 12.6084 13.9716 22.0354 -0.8 -0.4 0.0 0.059
C 19.2836 18.9844 19.4855 -0.6 -1.0 -1.1 -0.242
S 19.9888 18.5445 17.8912 -1.3 -1.1 -0.5 0.770
O 20.7471 19.7099 17.3819 0.6 0.1 0.3 -0.545
C 21.1240 17.2367 18.4583 0.9 1.1 0.4 -0.245
H 18.6629 18.1345 19.8047 0.2 0.3 0.0 0.042
H 18.6802 19.8570 19.3045 -0.2 0.3 0.1 0.030
H 20.1160 19.1392 20.1035 0.9 0.5 1.3 0.031
H 21.6161 17.5524 19.3833 0.1 0.2 -0.1 0.050
H 21.8839 17.2062 17.6789 0.0 -0.2 -0.1 0.049
H 20.6971 16.2715 18.6596 -0.7 -0.2 -0.3 0.030
C 12.9441 22.1520 23.6611 0.8 0.7 0.6 -0.259
S 13.4956 23.6983 24.3083 1.1 0.8 -1.1 0.832
O 14.8414 23.9944 23.6834 -0.1 -0.5 0.5 -0.570
C 12.4261 24.7930 23.4223 -0.5 0.4 -0.1 -0.267
H 13.5102 21.4803 24.2266 1.2 -1.4 0.7 0.015
H 13.0952 21.9946 22.6276 0.0 0.2 -1.1 0.024
H 11.9796 21.9978 24.0167 -2.1 -0.2 0.2 0.041
H 12.3888 24.6189 22.3427 0.2 -0.3 0.2 0.047
H 12.8310 25.7860 23.6191 -0.1 0.0 0.0 0.052
H 11.4309 24.7032 23.8411 -0.3 0.1 0.1 0.050
C 16.0330 14.5299 18.0348 1.0 0.0 0.6 -0.251
S 17.2125 15.8005 17.6736 0.6 -0.3 -0.9 0.816
O 18.0771 15.8268 18.9049 -0.1 0.1 -0.1 -0.577
C 18.1629 14.8266 16.4361 0.2 2.4 -0.9 -0.217
H 15.4371 14.1386 17.2595 0.0 -0.8 -1.5 0.020
H 15.3018 14.9517 18.6399 -1.2 1.0 1.7 0.008
H 16.6357 13.8454 18.6218 -0.2 -0.6 -0.1 0.064
H 17.6563 14.7522 15.4479 0.0 -0.1 0.8 0.062
H 18.4616 13.9061 16.8615 0.1 -1.0 0.4 0.037
H 19.0547 15.4699 16.2526 -0.5 -0.5 0.1 0.055
C 8.2404 10.9319 19.4446 0.6 -0.7 0.8 -0.227
S 8.5673 11.4725 21.2191 0.5 -0.5 -2.1 0.796
O 7.2190 11.8371 21.6956 -0.3 -0.3 0.6 -0.556
C 9.0716 9.8006 21.7286 -0.7 1.0 3.0 -0.263
H 9.1722 10.5786 18.9507 -0.6 0.2 0.5 0.047
H 7.8575 11.7896 18.9186 -0.3 0.3 -0.1 0.010
H 7.4684 10.1297 19.5227 0.6 0.7 -0.1 0.063
H 10.0807 9.5990 21.5241 1.5 0.3 -0.7 0.011
H 8.5005 9.0226 21.3049 -1.1 -0.8 -0.4 0.029
H 9.0113 9.7951 22.8738 -0.2 -0.1 -1.5 0.083
C 15.3016 20.6512 16.3266 0.0 -1.8 -1.8 -0.249
S 15.7054 21.9129 15.1252 1.8 -0.2 -1.3 0.825
O 16.0836 21.1138 13.8828 -0.6 0.5 1.1 -0.577
C 14.1297 22.6935 14.8543 -0.9 -0.8 1.1 -0.264
H 16.1842 19.9626 16.3645 -0.7 0.7 -0.2 0.077
H 14.4706 20.1566 15.8070 0.2 -0.4 0.2 0.040
H 14.9899 20.8265 17.3146 -0.2 1.1 1.3 0.018
H 13.2926 21.9918 14.9737 0.2 -0.1 -0.2 0.035
H 14.0431 23.1730 13.8777 0.5 0.2 0.4 0.063
H 14.0913 23.3284 15.7516 -0.3 0.5 -0.6 0.050
C 15.7197 23.1162 20.2410 -0.2 -1.3 -0.6 -0.221
S 15.8233 21.4669 21.0316 -0.1 1.0 0.2 0.833
O 15.9659 20.4508 19.9357 0.4 0.4 -0.2 -0.580
C 17.4472 21.7459 21.7629 -0.3 -0.3 0.2 -0.248
H 16.5902 23.2160 19.5768 -0.4 0.1 0.1 0.065
H 15.6412 23.8855 20.9776 0.2 0.4 0.7 0.036
H 14.7620 23.0960 19.7144 0.2 0.1 -0.2 0.025
H 17.3938 22.6703 22.3680 0.1 -0.5 -0.3 0.063
H 18.1714 21.7768 20.9610 0.2 0.4 -0.3 0.047
H 17.6752 20.8651 22.3602 -0.1 0.1 0.3 0.033
C 11.1390 14.2962 18.1295 0.6 0.3 -0.6 -0.279
S 10.1173 15.5291 18.9281 2.2 0.6 1.2 0.802
O 10.4970 16.8082 18.2376 -0.4 -0.1 0.0 -0.553
C 8.5556 15.1135 18.3134 -0.9 -1.2 1.0 -0.263
H 12.1969 14.4648 18.4004 -0.6 0.3 0.1 0.036
H 11.0431 14.5221 17.0536 -0.1 -0.4 0.2 0.063
H 10.9006 13.2755 18.4105 -0.4 -0.2 -0.1 0.027
H 7.8780 15.6690 18.9928 0.0 0.1 -1.1 0.070
H 8.3404 14.0407 18.5589 0.3 0.8 -0.6 0.058
H 8.6318 15.3554 17.2597 -0.9 0.0 -0.2 0.057
C 12.8791 16.5126 23.9373 -0.6 -0.8 1.4 -0.255
S 12.3401 18.1324 24.4834 -0.1 0.3 -1.4 0.802
O 11.6748 18.7159 23.2709 -0.2 0.2 0.6 -0.562
C 11.1279 17.6307 25.7224 -0.6 0.3 0.3 -0.261
H 13.6583 16.6589 23.2038 0.2 0.0 0.0 0.010
H 12.0437 15.8800 23.4853 1.0 0.9 0.9 0.088
H 13.2972 16.1466 24.9230 -0.3 -0.5 -1.3 0.055
H 10.2760 18.3320 25.7363 0.7 0.2 -0.1 0.063
H 11.6424 17.6481 26.6963 -0.3 -0.1 -0.3 0.051
H 10.6558 16.6797 25.5142 0.3 -0.5 -0.1 0.047
C 13.5631 17.7971 18.3083 -1.3 1.7 -1.6 -0.246
S 12.9584 17.6117 19.9547 0.2 0.4 0.6 0.838
O 12.8305 16.1136 20.0575 0.1 -0.2 0.4 -0.590
C 14.4612 18.0566 20.9235 -1.0 0.9 -0.7 -0.209
H 14.3715 17.1431 18.1970 1.2 -1.2 -0.4 0.010
H 13.8374 18.7860 17.9022 0.1 0.0 1.1 0.057
H 12.7134 17.5835 17.6320 0.3 -0.6 0.6 0.030
H 14.9500 18.9692 20.4988 -0.6 -0.6 0.4 0.012
H 15.1326 17.2340 20.8134 0.5 -0.8 0.2 0.028
H 14.0893 18.2144 21.9473 0.4 0.0 -0.4 0.023
C 11.0959 22.3427 18.1699 -2.9 -2.0 0.0 -0.274
S 11.9370 21.7817 19.6118 0.2 0.2 1.1 0.816
O 12.1687 23.0014 20.4745 0.0 -0.4 -0.2 -0.577
C 10.7239 20.7167 20.4591 -1.0 0.6 -0.8 -0.236
H 11.8064 22.6884 17.5122 1.7 1.7 -1.1 0.003
H 10.1889 22.9593 18.2996 0.8 0.1 0.3 0.080
H 10.7790 21.4795 17.5437 0.0 0.0 0.8 0.031
H 11.1703 20.3000 21.3457 0.4 0.2 0.5 0.005
H 10.6488 19.8421 19.7934 -0.6 0.3 0.0 0.039
H 9.7388 21.2463 20.7158 1.4 -0.8 -0.6 0.092
```
Forces are in eV/Å.

---

Going through the records in order, we get orbital gap values of 10.3; 8.4 eV.